Entry 1:
Here is a 3-piece molecular cluster, C5H13NO3 overall from the OMol25 dataset. Energies are from ωB97M-V with the def2-TZVPD basis set.

The SMILES is C=C(N)O.CC=O.CO. The charge is 0. Its total energy is -13026.2086 eV. The calculation puts the HOMO-LUMO gap at 8.35 eV. The energy above the lowest of the compared OMol25 structures with the same formula, charge and spin comes out at 69.70 kcal/mol.

```
22
C5H13NO3 (ωB97M-V with the def2-TZVPD basis set)
C 1.87 -0.49 0.92
C -0.15 1.47 1.03
C 1.31 -1.52 1.84
O 1.79 -0.51 -0.30
O 0.28 2.07 -0.17
H 0.72 -0.78 -1.78
H 0.85 1.43 -0.64
H 2.54 0.24 1.41
H -1.01 2.05 1.37
H 0.60 1.57 1.83
H 0.45 -2.02 1.40
H 1.03 -1.07 2.79
H 2.08 -2.26 2.05
C -1.36 -0.75 -0.53
C -1.09 -0.19 -1.75
N -1.90 0.71 -2.38
O 0.08 -0.36 -2.39
H -1.42 1.37 -2.97
H -2.67 1.07 -1.85
H -0.69 0.40 0.63
H -0.91 -1.71 -0.32
H -2.39 -0.72 -0.18
```

Partial atomic charges computed with the Löwdin method, in multiples of e: C -0.295; C -0.215; C -0.038; O 0.000; O -0.136; H 0.084; H 0.047; H 0.129; H 0.071; H 0.066; H 0.070; H 0.085; H 0.092; C -0.057; C -0.526; N 0.145; O 0.054; H 0.108; H 0.105; H 0.088; H 0.055; H 0.067



Entry 2:
Here is C5H13NO6P2 as an isolated structure from the OMol25 dataset. Energies are from ωB97M-V with the def2-TZVPD basis set.

The charge is -2. Its total energy is -37749.6226 eV. The calculation puts the HOMO-LUMO gap at 3.33 eV. The energy above the lowest of the compared OMol25 structures with the same formula, charge and spin comes out at 84.25 kcal/mol.

```
27
C5H13NO6P2 (ωB97M-V with the def2-TZVPD basis set)
C 3.15 -8.61 -3.13
C -0.88 2.33 1.39
C -0.26 3.31 0.35
C 0.22 1.20 1.78
C -1.38 3.99 -0.43
N -0.18 0.28 2.83
O -4.47 1.81 -0.83
O -3.14 6.06 -0.07
O -2.08 5.25 2.12
O -3.70 3.66 0.79
O -0.93 4.69 -1.57
O -3.90 4.11 -1.73
P -3.45 2.88 -0.67
P -2.55 4.95 0.71
H 2.24 -8.70 -3.85
H 4.09 -8.46 -3.86
H 3.17 -7.66 -2.61
H -1.62 1.67 0.97
H -1.32 2.89 2.18
H 0.35 4.04 0.88
H 0.21 2.62 -0.37
H 1.17 1.67 2.02
H 0.21 0.52 0.87
H -1.15 0.10 2.65
H -0.28 0.77 3.72
H -1.80 5.07 -1.76
H -3.59 4.84 -1.30
```

Partial atomic charges computed with the Löwdin method, in multiples of e: C -0.360; C -0.205; C -0.179; C -0.273; C -0.379; N -0.036; O -0.348; O -0.321; O -0.349; O -0.360; O -0.008; O -0.198; P 0.636; P 0.350; H -0.197; H -0.188; H -0.255; H 0.065; H 0.077; H 0.124; H 0.116; H 0.097; H 0.122; H 0.052; H 0.060; H 0.060; H -0.102



- Which formula does entry 1 have?
  C5H13NO3